ORCA calculation (wB97M-V/def2-TZVPD) on a structure of composition C10H15F12N3NiO10S4.

Structure (XYZ):
```
55
C10H15F12N3NiO10S4 | OMol25 | wB97M-V/def2-TZVPD
Ni -0.0178 -0.2614 0.0206
C 2.1707 -3.2937 0.5495
F 3.3861 -3.5726 0.9524
F 2.2405 -2.5919 -0.5912
F 1.4342 -4.3703 0.3359
S 1.3282 -2.2800 1.9008
O 1.3070 -3.1728 3.0303
O 2.0991 -1.0747 2.0668
N -0.2046 -1.8464 1.1665
S -1.2632 -2.6001 2.1371
O -1.1595 -4.0380 2.1373
O -1.4131 -1.9310 3.4024
C -2.8783 -2.3108 1.1800
F -3.9060 -2.7333 1.8643
F -3.0260 -1.0187 0.9153
F -2.8133 -2.9643 0.0253
C -2.6709 1.8738 2.4324
F -2.5233 0.7600 3.1153
F -3.7051 1.7717 1.6422
F -2.7753 2.8677 3.2695
S -1.0756 2.0938 1.3886
O -0.8397 3.4966 1.2631
O -0.0109 1.3159 1.9939
N -1.2835 1.2251 -0.0800
S -1.9614 2.2834 -1.1124
O -2.8546 3.2889 -0.5918
O -0.9899 2.7495 -2.0932
C -3.1421 1.1215 -2.0152
F -2.5204 0.0740 -2.5483
F -4.1408 0.7869 -1.2202
F -3.6672 1.8214 -3.0394
C -0.5260 -2.7445 -1.9637
O -0.1685 -1.3808 -1.7666
C 0.4989 -0.7586 -2.8509
C 1.7931 -0.1729 -2.3825
N 1.5854 0.5567 -1.1042
C 2.9290 0.7946 -0.5112
C 2.8539 1.8278 0.6189
O 1.9871 2.8550 0.2213
C 1.9876 3.9495 1.1344
H -1.2640 -2.9529 -2.7437
H -0.8913 -3.1460 -1.0272
H 0.3529 -3.2978 -2.3049
H -0.1294 0.0642 -3.2187
H 0.6128 -1.3833 -3.7389
H 2.1637 0.4823 -3.1763
H 2.5503 -0.9476 -2.2506
H 1.3501 1.4989 -1.4358
H 3.5977 1.1919 -1.2800
H 3.3929 -0.1044 -0.1086
H 3.8602 2.2059 0.8185
H 2.4964 1.3112 1.5168
H 1.5096 3.6181 2.0583
H 1.3624 4.6926 0.6460
H 2.9718 4.3700 1.3516
```

Computed properties:
LUMO level (spin up / spin down) in eV: 0.19 / -1.66
Total charge: 0
<S²>: 2.004
Relative energy (zero: lowest compared OMol25 entry of this formula, charge and spin) in kJ/mol: 178.1
HOMO-LUMO gap (spin up / spin down) in eV: 10.6 / 8.7
HOMO energy (spin up / spin down) in Eh: -0.3810 / -0.3812
Spin multiplicity: 3

***

ORCA calculation (wB97M-V/def2-TZVPD) on a cluster of 2 separate species, C10H15F2NO4S2 in total.

Structure (XYZ):
```
34
C10H15F2NO4S2 | OMol25 | wB97M-V/def2-TZVPD
C -3.2851 -0.6490 1.2078
C -2.5564 -1.9921 0.8455
S -0.9626 -2.1562 1.7213
C 0.1702 -0.9883 0.8717
N 0.9683 -0.1259 1.7666
C 1.3643 -0.7819 3.0336
O 2.0111 -1.9896 2.7213
O 1.4313 -3.0258 3.4950
S 0.3210 1.3880 2.0542
O 1.0845 2.3809 1.3347
O 0.2485 1.6453 3.4748
F -1.1459 1.4104 1.4702
H -2.7981 -0.2235 2.0802
H -3.2203 0.0314 0.3617
H -4.3162 -0.8795 1.4722
H -3.2070 -2.8125 1.1427
H -2.4170 -2.0752 -0.2326
H 0.8605 -1.5762 0.2830
H -0.3974 -0.3965 0.1541
H 0.5543 -0.9189 3.7489
H 2.1006 -0.1346 3.5153
H 0.9832 -3.5970 2.8524
F 1.5941 -0.8891 -2.0881
C 1.3013 0.2877 -2.6797
C 0.9940 1.3877 -1.8974
C 0.7070 2.5900 -2.5284
C 0.7187 2.6757 -3.9140
C 1.0241 1.5578 -4.6772
C 1.3234 0.3534 -4.0587
H 0.9768 1.3306 -0.8086
H 0.4739 3.4620 -1.9326
H 0.4904 3.6157 -4.3985
H 1.0307 1.6227 -5.7568
H 1.5738 -0.5274 -4.6350
```

Computed properties:
LUMO level in eV: 0.46
Total charge: 0
HOMO-LUMO gap in eV: 9.9
HOMO energy in Eh: -0.3461
SMILES: CCSCN(COO)S(=O)(=O)F.Fc1ccccc1

***

ORCA calculation (wB97M-V/def2-TZVPD) on a cluster of 2 separate species, C10H15FN2O2 in total.

Structure (XYZ):
```
30
C10H15FN2O2 | OMol25 | wB97M-V/def2-TZVPD
C -0.6920 -2.0915 0.6091
C -0.1764 -0.6995 0.4350
N 1.3568 -0.5805 0.9853
O 1.9993 0.4460 0.7148
O 1.7166 -1.5274 1.6847
H -1.6798 -2.2172 0.1450
H -0.0064 -2.9022 0.3080
H -0.9195 -2.1237 1.6747
H -0.0670 -0.3087 -0.5841
C -3.2670 0.3930 3.0574
C -2.7321 1.7929 3.2136
N -1.5136 2.0489 2.7238
F -0.8959 0.0812 1.1977
C -0.9850 3.2690 2.6007
C 0.2798 3.3709 1.8103
C -1.6162 4.3789 3.2405
C -2.8358 4.1049 3.9019
C -3.4741 5.1997 4.6563
C -3.4446 2.8257 3.8809
H -4.2183 0.2422 3.5986
H -3.4612 0.1266 2.0144
H -2.5695 -0.3586 3.4316
H 0.7776 4.3566 1.9103
H 0.9986 2.6015 2.0912
H 0.1181 3.2028 0.7413
H -1.1308 5.3547 3.2335
H -4.4097 4.8287 5.1191
H -2.7768 5.5679 5.4404
H -3.6858 6.0337 3.9564
H -4.3896 2.5792 4.3725
```

Computed properties:
LUMO level in eV: 0.21
Total charge: 0
Relative energy (zero: lowest compared OMol25 entry of this formula, charge and spin) in kJ/mol: 0.0
HOMO-LUMO gap in eV: 9.1
HOMO energy in Eh: -0.3278
SMILES: C[C@@H](F)[N+](=O)[O-].Cc1cc(C)nc(C)c1

***

ORCA calculation (wB97M-V/def2-TZVPD) on a cluster of 2 separate species, C10H15FN3O4 in total.

Structure (XYZ):
```
33
C10H15FN3O4 | OMol25 | wB97M-V/def2-TZVPD
C -0.8106 -2.3994 -2.4212
C -1.2237 -1.0852 -3.0485
F -2.1704 -0.4566 -2.2094
C -0.0938 -0.1247 -3.3537
C 0.9259 0.1922 -2.2602
N 1.7290 1.3294 -2.7676
C 0.2943 0.7635 -0.9923
O -0.2554 -0.2427 -0.1086
N -1.4204 0.1794 0.4099
O -1.8991 -0.6353 1.1312
C 1.9172 -1.0130 -2.0106
O 2.2464 -1.1898 -0.8285
O 2.2045 -1.6635 -3.0483
H -0.5388 -2.2632 -1.3743
H -1.6237 -3.1262 -2.4781
H 0.0695 -2.7791 -2.9433
H -1.7563 -1.2819 -3.9844
H 0.4705 -0.5745 -4.1761
H -0.5279 0.8190 -3.7084
H 2.5949 1.3591 -2.2368
H 2.0041 1.0913 -3.7156
H -0.5202 1.4411 -1.2554
H 1.0527 1.3204 -0.4417
N -0.7796 0.7519 3.8086
C 0.2148 1.6773 3.9319
C 0.5700 1.7423 5.2548
C -0.2472 0.8130 5.9553
C -1.0678 0.2188 5.0310
H -1.2304 0.4940 2.9469
H 0.5915 2.2031 3.0714
H 1.3346 2.3771 5.6708
H -0.2299 0.6006 7.0115
H -1.8249 -0.5385 5.1398
```

Computed properties:
LUMO level in eV: 3.22
Total charge: -1
HOMO-LUMO gap in eV: 7.9
HOMO energy in Eh: -0.1717

***

ORCA calculation (wB97M-V/def2-TZVPD) on a structure of composition C10H15GdO7P.

Structure (XYZ):
```
34
C10H15GdO7P | OMol25 | wB97M-V/def2-TZVPD
O 1.0031 -3.4372 -2.3782
C 0.9974 -2.2385 -2.3814
Gd 0.9760 -0.2752 -2.0389
O -1.7676 -0.3045 -3.9504
C -0.6922 -0.2966 -3.3529
C 2.6419 -0.2589 -3.3471
O 3.7050 -0.2501 -3.9534
C 0.9674 1.6837 -2.3884
O 0.9348 2.8842 -2.3740
C -2.0370 3.2083 1.9560
C -1.8353 2.5147 0.6377
O -1.6909 1.0644 0.8598
P -0.6974 0.4464 -0.2368
O 0.7074 0.7969 0.7176
C 1.4891 -0.3801 1.1231
C 2.8770 0.0581 1.4591
O -1.4715 -1.0146 -0.3652
C -1.5809 -1.8049 0.8877
C -0.8913 -3.1173 0.6610
H -2.9311 2.8420 2.4478
H -2.1413 4.2680 1.7454
H -1.1688 3.0568 2.5960
H -2.6811 2.6268 -0.0292
H -0.9270 2.9071 0.1705
H 0.9850 -0.8195 1.9857
H 1.5112 -1.1009 0.2617
H 2.8543 0.7766 2.2711
H 3.4222 -0.8290 1.7770
H 3.3679 0.4901 0.5875
H -1.1263 -1.2333 1.7085
H -2.6241 -1.9167 1.0932
H 0.1701 -2.9908 0.4186
H -0.9727 -3.6932 1.5805
H -1.3732 -3.6627 -0.1498
```

Computed properties:
LUMO level (spin up / spin down) in eV: -15.50 / -15.89
Total charge: +3
<S²>: 16.043
Relative energy (zero: lowest compared OMol25 entry of this formula, charge and spin) in kJ/mol: 1035.2
HOMO-LUMO gap (spin up / spin down) in eV: 5.4 / 4.9
HOMO energy (spin up / spin down) in Eh: -0.7664 / -0.7649
Spin multiplicity: 8

***

ORCA calculation (wB97M-V/def2-TZVPD) on the ion C10H15N2O with charge +1.

Structure (XYZ):
```
28
C10H15N2O | OMol25 | wB97M-V/def2-TZVPD
C -1.6801 0.6401 -0.0170
C -1.4750 1.4590 -1.0229
C 0.1979 -1.0108 0.1273
C -0.4762 0.1989 0.7076
C 1.6704 0.5578 0.0812
C 2.8035 1.3758 -0.4180
C -3.2164 -1.3352 0.1061
C 2.3243 -1.4361 -1.1441
C -3.0910 0.1453 0.3228
C 0.4764 2.3318 1.3072
N 1.3995 -0.6806 -0.3111
N 0.6000 1.1835 0.7388
O -1.3145 2.2178 -1.9298
H -0.1462 -1.9708 -0.1012
H -0.8049 -0.0574 1.8211
H 2.2865 1.9130 -1.3006
H 3.0347 2.1687 0.3249
H 3.7666 0.7999 -0.7605
H -2.7556 -2.0733 0.6871
H -2.8960 -1.4095 -0.9101
H -4.3091 -1.4955 0.2142
H 3.2840 -0.8359 -1.1481
H 2.2184 -2.5275 -0.9283
H 2.0685 -1.2779 -2.1818
H -3.3593 0.3556 1.3000
H -3.6691 0.8482 -0.3323
H 1.3582 2.9760 1.3256
H -0.4847 2.7053 1.5681
```

Computed properties:
LUMO level (spin up / spin down) in eV: -4.13 / -4.22
Total charge: +1
Relative energy (zero: lowest compared OMol25 entry of this formula, charge and spin) in kJ/mol: 353.9
HOMO-LUMO gap (spin up / spin down) in eV: 7.3 / 7.1
HOMO energy (spin up / spin down) in Eh: -0.4188 / -0.4161

***

Calculated DFT total energy (a.u.), listed in the same order as above: -5606.06837, -1741.72033, -749.78621, -955.13404, -2022.18490, -574.38624
Calculated M (Da), listed in the same order as above: 752.2, 315.4, 214.2, 260.2, 435.4, 179.2